ORCA calculation (ωB97M-V with the def2-TZVPD basis set) on a structure of composition C75H169AsF6N3OP4.

Each line ends with the Löwdin charge.
Element x y z (Å)
As -2.22 -0.43 0.48  0.88
F -2.52 0.51 -1.01  -0.30
F -1.83 -1.87 -0.53  -0.31
F -1.87 -1.33 1.99  -0.32
F -2.48 0.96 1.48  -0.28
F -3.94 -0.98 0.69  -0.32
F -0.44 0.05 0.25  -0.35
C -5.89 -5.67 5.75  0.04
N -7.34 -5.95 6.23  -0.31
C -7.46 -7.40 6.77  0.04
C -7.63 -5.03 7.45  0.02
C -8.23 -5.72 4.95  -0.07
C -9.61 -5.11 5.18  -0.24
O -10.42 -5.92 6.02  -0.06
H -5.67 -6.52 5.11  0.11
H -5.25 -5.68 6.64  0.11
H -6.01 -4.72 5.24  0.11
H -8.31 -7.43 7.45  0.11
H -6.48 -7.68 7.16  0.11
H -7.57 -7.95 5.84  0.10
H -7.50 -3.96 7.27  0.11
H -6.91 -5.43 8.15  0.11
H -8.67 -5.15 7.77  0.10
H -8.54 -6.65 4.48  0.13
H -7.74 -5.07 4.22  0.13
H -10.18 -4.92 4.28  0.14
H -9.54 -4.16 5.73  0.11
H -11.12 -5.29 6.20  0.10
C -3.80 10.87 0.11  -0.04
C -5.25 10.42 0.51  -0.13
N -5.37 9.08 0.00  -0.08
C -5.09 7.86 0.58  0.02
C -5.38 6.81 -0.30  0.06
N -5.65 7.52 -1.50  -0.11
C -5.77 8.86 -1.25  0.00
C -5.79 6.88 -2.76  0.00
H -3.55 10.62 -0.93  0.08
H -3.10 10.31 0.72  0.08
H -3.62 11.94 0.19  0.09
H -6.02 11.01 0.00  0.13
H -5.37 10.52 1.59  0.13
H -4.76 7.87 1.61  0.14
H -5.29 5.74 -0.27  0.14
H -5.93 9.57 -2.05  0.18
H -5.48 7.64 -3.48  0.11
H -6.83 6.71 -3.04  0.11
H -5.28 5.92 -2.73  0.11
C -10.60 3.79 4.20  -0.10
C -11.09 4.08 2.78  -0.27
C -12.52 3.65 2.39  -0.28
C -12.92 4.12 1.05  -0.28
P -14.38 3.21 0.41  1.02
C -14.87 3.83 -1.24  -0.23
C -16.01 2.87 -1.77  -0.28
C -16.41 3.23 -3.19  -0.21
C -17.82 2.39 -3.37  -0.07
C -13.66 1.58 0.01  -0.24
C -12.48 1.67 -1.09  -0.21
C -11.92 0.27 -1.27  -0.30
C -11.03 0.12 -2.47  -0.11
C -15.85 3.20 1.45  -0.25
C -16.69 4.51 1.48  -0.20
C -15.86 5.77 1.99  -0.27
C -16.70 6.88 2.61  -0.10
H -10.72 2.74 4.49  0.08
H -11.18 4.35 4.93  0.07
H -9.60 4.17 4.38  0.08
H -10.51 3.34 2.22  0.10
H -10.74 5.04 2.39  0.11
H -13.14 4.09 3.17  0.11
H -12.43 2.59 2.60  0.11
H -12.13 4.13 0.30  0.10
H -13.19 5.17 1.14  0.09
H -14.06 3.77 -1.97  0.09
H -15.27 4.83 -1.10  0.10
H -16.87 2.91 -1.11  0.10
H -15.63 1.86 -1.89  0.10
H -15.74 2.71 -3.88  0.10
H -16.55 4.30 -3.35  0.11
H -17.70 1.37 -3.02  0.07
H -17.98 2.39 -4.45  0.06
H -18.67 2.96 -3.01  0.07
H -14.35 1.00 -0.60  0.08
H -13.28 1.05 0.88  0.10
H -11.79 2.40 -0.66  0.09
H -12.81 2.02 -2.07  0.11
H -12.68 -0.51 -1.32  0.12
H -11.39 -0.06 -0.38  0.11
H -10.56 -0.87 -2.42  0.08
H -10.22 0.83 -2.63  0.08
H -11.75 0.01 -3.28  0.08
H -15.59 2.88 2.46  0.10
H -16.41 2.32 1.13  0.10
H -17.50 4.45 2.19  0.11
H -17.25 4.85 0.60  0.11
H -15.15 6.17 1.26  0.09
H -15.30 5.43 2.85  0.09
H -17.40 7.28 1.88  0.08
H -15.98 7.66 2.83  0.08
H -17.20 6.61 3.55  0.09
C -0.07 -8.95 -3.28  -0.13
C 1.20 -9.42 -3.95  -0.24
C 2.30 -9.84 -2.93  -0.21
C 1.89 -11.10 -2.17  -0.27
P 2.77 -11.37 -0.65  0.98
C 4.58 -11.06 -0.63  -0.23
C 5.27 -11.97 -1.71  -0.26
C 6.64 -11.48 -2.05  -0.29
C 7.62 -11.39 -0.86  -0.08
C 2.02 -10.45 0.65  -0.26
C 2.32 -8.91 0.49  -0.24
C 1.96 -8.05 1.67  -0.26
C 2.97 -8.23 2.78  -0.12
C 2.47 -13.16 -0.24  -0.23
C 1.05 -13.70 0.00  -0.24
C 0.93 -14.84 1.06  -0.24
C 1.56 -16.20 0.57  -0.07
H -0.42 -9.44 -2.37  0.06
H -0.87 -9.00 -4.01  0.08
H -0.04 -7.92 -2.94  0.08
H 1.44 -8.65 -4.69  0.12
H 0.82 -10.25 -4.54  0.11
H 2.25 -8.92 -2.34  0.09
H 3.33 -9.98 -3.27  0.11
H 2.20 -11.99 -2.73  0.11
H 0.82 -11.10 -1.97  0.10
H 4.94 -11.42 0.33  0.11
H 4.81 -10.01 -0.80  0.10
H 4.72 -12.09 -2.65  0.11
H 5.55 -12.90 -1.23  0.11
H 6.58 -10.50 -2.53  0.11
H 6.98 -12.18 -2.80  0.12
H 7.23 -10.76 -0.05  0.07
H 8.61 -11.12 -1.21  0.08
H 7.71 -12.45 -0.63  0.08
H 2.39 -10.77 1.62  0.10
H 0.95 -10.67 0.58  0.10
H 1.49 -8.67 -0.17  0.10
H 3.26 -8.59 0.04  0.11
H 0.90 -8.09 1.93  0.12
H 2.11 -7.00 1.42  0.11
H 3.99 -8.01 2.46  0.08
H 3.12 -9.26 3.10  0.06
H 2.75 -7.81 3.76  0.08
H 3.05 -13.03 0.67  0.09
H 2.98 -13.82 -0.95  0.10
H 0.41 -14.01 -0.82  0.12
H 0.41 -12.90 0.38  0.09
H -0.11 -14.89 1.37  0.10
H 1.27 -14.41 2.00  0.10
H 2.60 -16.09 0.26  0.06
H 1.10 -16.55 -0.36  0.07
H 1.46 -16.95 1.36  0.07
C 6.30 -0.41 1.08  -0.09
C 6.81 0.26 2.31  -0.30
C 6.15 1.50 2.76  -0.26
C 6.56 1.90 4.20  -0.22
P 5.58 3.17 5.13  0.98
C 3.93 2.41 5.40  -0.23
C 3.93 1.34 6.59  -0.21
C 2.64 0.53 6.85  -0.25
C 1.43 1.42 6.95  -0.12
C 5.28 4.68 4.32  -0.28
C 4.64 4.74 2.97  -0.26
C 3.16 4.98 2.91  -0.26
C 2.50 5.10 1.54  -0.08
C 6.06 3.42 6.78  -0.28
C 7.26 4.37 6.99  -0.27
C 7.87 4.33 8.33  -0.27
C 9.29 5.07 8.36  -0.07
H 6.51 0.21 0.22  0.08
H 5.23 -0.54 1.21  0.09
H 6.77 -1.38 0.93  0.08
H 7.89 0.34 2.49  0.12
H 6.56 -0.41 3.13  0.11
H 5.09 1.28 2.72  0.11
H 6.28 2.42 2.19  0.10
H 7.54 2.37 4.25  0.10
H 6.58 0.99 4.80  0.10
H 3.71 1.84 4.49  0.09
H 3.36 3.33 5.56  0.09
H 4.05 2.09 7.37  0.08
H 4.79 0.68 6.66  0.11
H 2.70 0.05 7.83  0.11
H 2.41 -0.32 6.21  0.11
H 0.80 1.58 6.08  0.08
H 1.75 2.43 7.22  0.07
H 0.69 1.11 7.69  0.08
H 6.21 5.25 4.22  0.12
H 4.71 5.19 5.09  0.12
H 4.83 3.83 2.39  0.10
H 5.09 5.57 2.42  0.13
H 3.21 5.95 3.41  0.12
H 2.69 4.23 3.55  0.10
H 2.22 4.25 0.93  0.08
H 3.16 5.65 0.87  0.07
H 1.58 5.68 1.66  0.07
H 6.15 2.45 7.28  0.11
H 5.20 3.86 7.29  0.12
H 6.98 5.41 6.77  0.12
H 8.09 4.16 6.32  0.11
H 8.17 3.29 8.45  0.11
H 7.33 4.71 9.20  0.12
H 9.11 6.14 8.33  0.07
H 9.80 4.55 7.55  0.07
H 9.74 4.91 9.34  0.07
C 6.69 2.63 -5.43  -0.09
C 7.52 3.52 -6.37  -0.31
C 8.97 3.51 -6.13  -0.29
C 9.72 4.66 -6.85  -0.22
P 11.52 4.25 -7.31  1.10
C 12.47 5.87 -7.54  -0.24
C 12.16 7.00 -6.54  -0.25
C 12.97 8.30 -6.77  -0.24
C 12.34 9.55 -6.13  -0.11
C 12.47 3.31 -5.99  -0.22
C 12.37 3.80 -4.47  -0.21
C 12.87 2.80 -3.40  -0.29
C 12.93 3.31 -2.00  -0.12
C 11.41 3.26 -8.89  -0.24
C 12.79 3.22 -9.63  -0.26
C 12.79 2.71 -11.08  -0.27
C 12.23 1.33 -11.20  -0.11
H 5.73 2.44 -5.90  0.08
H 6.77 3.20 -4.51  0.08
H 7.23 1.69 -5.27  0.07
H 7.07 4.50 -6.34  0.12
H 7.33 3.11 -7.37  0.12
H 9.23 2.48 -6.39  0.12
H 9.19 3.61 -5.07  0.10
H 9.73 5.47 -6.12  0.09
H 9.16 4.85 -7.77  0.10
H 12.25 6.21 -8.55  0.10
H 13.50 5.50 -7.54  0.09
H 12.25 6.78 -5.47  0.10
H 11.08 7.20 -6.56  0.09
H 12.94 8.56 -7.82  0.11
H 13.98 8.20 -6.37  0.11
H 11.50 9.97 -6.68  0.08
H 13.11 10.30 -5.93  0.08
H 11.97 9.46 -5.11  0.07
H 13.52 3.31 -6.26  0.09
H 12.19 2.26 -6.05  0.09
H 11.37 4.08 -4.13  0.10
H 13.03 4.66 -4.35  0.10
H 13.83 2.29 -3.47  0.12
H 12.06 2.08 -3.30  0.10
H 12.02 3.04 -1.45  0.07
H 12.94 4.40 -2.06  0.08
H 13.77 2.89 -1.45  0.08
H 10.82 3.69 -9.71  0.10
H 10.98 2.28 -8.68  0.09
H 13.42 2.49 -9.12  0.10
H 13.43 4.09 -9.49  0.10
H 13.74 2.73 -11.61  0.12
H 12.17 3.45 -11.57  0.11
H 12.50 0.98 -12.19  0.09
H 11.14 1.34 -11.16  0.07
H 12.46 0.67 -10.36  0.08

The calculation puts the LUMO energy at -6.60 eV. Its HOMO-LUMO gap is 0.355 Ha. As for the total charge: +5.